(1)
12
Properties=species:S:1:pos:R:3 method="wB97M-V/def2-TZVPD" smiles="C=CN.SS" homo_energy_ha=-0.2905 multiplicity=1 e_above_lowest_kcal_mol=40.4 lumo_energy_ev=0.2
C -1.03415 0.01680 -0.75902
C -1.20667 -0.60827 0.42621
N -1.04432 -0.10048 1.64235
S 2.66536 -0.94466 -0.74234
S 3.30930 0.82125 0.28648
H 2.60664 0.38224 1.26374
H -1.10842 -0.45226 -1.64851
H -0.60690 0.91487 -0.81312
H -1.44018 -1.69511 0.24728
H -1.30387 -0.68656 2.32473
H -1.06174 0.85145 1.89011
H 2.41256 -0.25300 -1.91945



(2)
17
Properties=species:S:1:pos:R:3 method="wB97M-V/def2-TZVPD" homo_energy_ha=-0.5040 multiplicity=1 e_above_lowest_kcal_mol=128.9 lumo_energy_ev=-3.9 total_charge=+1
C -2.91190 0.79160 0.35873
C -2.35055 -0.24802 -0.14606
C 1.23066 1.02944 -0.63148
C 2.21293 0.57363 0.44081
C -0.24103 -0.96632 0.60649
C 0.89944 -0.13726 0.25127
N 0.72248 -1.42490 -0.41905
H -3.86255 1.05518 -0.22863
H -2.56564 1.08509 1.28445
H -2.39220 -0.82588 -1.04451
H 0.79056 2.06534 -0.42738
H 1.46294 0.82858 -1.75207
H 3.07164 0.06630 0.24957
H 2.46410 1.09092 1.35830
H -0.32232 -1.43827 1.58956
H 1.41705 -2.16820 -0.09912
H 0.37438 -1.37723 -1.39086



(3)
138
Properties=species:S:1:pos:R:3 method="wB97M-V/def2-TZVPD" smiles="CCCN[C@@]1(O)[C@H](PP(=O)(O)O)[C@](CC=O)(CB(O)O)[C@@H](B(O)N(C)C)OS1(=O)=O.CC(C)=O.CC(C)=O.CC(C)=O.CC(C)=O.CC(C)=O.CC(C)=O.CC(C)=O.CC(C)=O" homo_energy_ha=-0.2893 multiplicity=1 e_above_lowest_kcal_mol=0.0 lumo_energy_ev=0.1
C -8.35295 2.92968 -0.28183
C -7.79506 4.03664 -1.18110
C -6.75708 3.56429 -2.23395
N -6.23881 2.19676 -2.00720
C -4.91011 2.16229 -1.41340
O -4.88971 3.13982 -0.42421
C -4.65794 0.72720 -0.76719
P -4.16326 0.73656 1.03814
P -2.42543 1.94376 1.49170
O -1.96745 2.92664 0.51351
O -1.26113 0.89440 1.77286
O -2.69567 2.59795 2.94913
C -3.78312 -0.22145 -1.62759
C -4.44851 -0.64422 -2.96638
C -5.94734 -0.56773 -3.07384
O -6.53816 -0.31060 -4.10669
C -3.45457 -1.51698 -0.84148
B -4.73864 -2.33796 -0.38552
O -5.28069 -3.22288 -1.31491
O -5.31051 -2.20262 0.84578
C -2.46318 0.50199 -1.94521
B -1.26662 -0.42269 -2.54442
O -1.48944 -1.42838 -3.43679
N 0.12583 -0.18695 -2.16533
C 0.52424 1.21983 -2.37494
C 0.34188 -0.51386 -0.73546
O -2.60597 1.56149 -2.92704
S -3.67851 2.71089 -2.69458
O -4.35256 2.87729 -3.95385
O -3.05973 3.90477 -2.21455
H -8.48152 2.00381 -0.82921
H -9.33219 3.24771 0.07340
H -7.73382 2.80794 0.60736
H -7.35215 4.84955 -0.60743
H -8.62305 4.48641 -1.72616
H -7.29194 3.51945 -3.18107
H -5.97812 4.30665 -2.38068
H -6.21022 1.77697 -2.92927
H -5.66277 2.99487 0.13054
H -5.67940 0.34796 -0.70011
H -5.24811 1.42623 1.62316
H -1.45393 0.38640 2.58145
H -3.64617 2.74120 3.02699
H -4.19622 -1.69096 -3.13729
H -4.05684 -0.12981 -3.84118
H -6.53289 -0.79780 -2.15603
H -2.77091 -1.32525 -0.01346
H -2.94778 -2.22359 -1.50245
H -6.22280 -3.09255 -1.44834
H -6.08099 -2.77613 0.90688
H -2.04337 0.92767 -1.02738
H -0.73401 -2.02565 -3.38190
H 0.52148 1.50995 -3.42351
H 1.54426 1.33003 -2.01703
H -0.08151 1.90443 -1.77213
H 0.42026 0.39633 -0.13966
H 1.30991 -1.00160 -0.64972
H -0.43907 -1.15026 -0.32285
C 3.99433 3.71596 -2.89082
C 2.94752 4.10613 -1.87797
O 2.47755 3.30468 -1.10418
C 2.50685 5.55058 -1.87087
H 4.21910 2.65647 -2.78990
H 3.62519 3.90495 -3.90052
H 4.90912 4.28365 -2.72701
H 2.07818 5.81512 -2.83867
H 3.35917 6.19999 -1.66394
H 1.75358 5.69429 -1.09954
C -0.62257 -4.82346 -0.21935
C 0.67944 -4.66623 -0.97087
O 1.18529 -3.58177 -1.13274
C 1.31497 -5.92602 -1.50893
H -0.96895 -3.84610 0.11169
H -1.37887 -5.26797 -0.86891
H -0.47691 -5.46196 0.65328
H 0.63876 -6.41578 -2.21138
H 1.54119 -6.61057 -0.68990
H 2.23831 -5.67235 -2.02422
C -5.24102 -1.81756 -8.09694
C -4.05330 -2.18403 -7.23978
O -3.82213 -3.33192 -6.93793
C -3.17268 -1.04959 -6.77838
H -5.78981 -2.71927 -8.35956
H -5.90212 -1.14486 -7.54799
H -4.90493 -1.32652 -9.01153
H -3.75258 -0.34717 -6.17700
H -2.75288 -0.53122 -7.64202
H -2.36128 -1.44562 -6.17162
C -3.85853 -0.47238 5.86616
C -2.63455 -0.94737 5.12664
O -2.53705 -0.81605 3.92542
C -1.54747 -1.58736 5.94594
H -4.56073 -0.03331 5.16051
H -4.33954 -1.31161 6.37057
H -3.57640 0.27934 6.60454
H -1.93336 -2.47408 6.45190
H -1.17261 -0.87727 6.68515
H -0.72825 -1.88061 5.29273
C 0.67239 -1.65080 10.18645
C 1.08524 -0.67578 9.10761
O 0.26211 -0.01366 8.51490
C 2.55848 -0.57437 8.81302
H -0.40925 -1.62930 10.30177
H 0.98093 -2.66144 9.91389
H 1.13579 -1.37580 11.13508
H 2.93916 -1.53534 8.48546
H 3.09810 -0.25729 9.70333
H 2.71632 0.15709 8.02360
C 7.73221 1.97527 -1.61970
C 8.06844 2.96967 -2.69755
O 7.22237 3.65247 -3.22788
C 9.52343 3.07464 -3.08672
H 6.66195 1.99271 -1.42408
H 8.01718 0.97447 -1.94271
H 8.26409 2.23210 -0.70139
H 9.87642 2.11072 -3.45312
H 10.12009 3.37277 -2.22314
H 9.63738 3.82105 -3.87061
C 5.66285 -3.17719 10.57657
C 6.04931 -2.19237 9.49863
O 5.21742 -1.53660 8.91546
C 7.51971 -2.06549 9.18500
H 4.58236 -3.17108 10.70360
H 5.98145 -4.18230 10.29673
H 6.13262 -2.90067 11.52151
H 7.91422 -3.02521 8.84794
H 8.06561 -1.74375 10.07319
H 7.65888 -1.32895 8.39741
C 9.69593 -2.19546 -4.95116
C 9.29947 -0.75358 -4.75044
O 8.67428 -0.40239 -3.77650
C 9.71723 0.22348 -5.82281
H 9.33540 -2.78942 -4.11474
H 9.25780 -2.57839 -5.87392
H 10.78233 -2.28027 -5.00569
H 9.28047 -0.06509 -6.77972
H 10.80468 0.23780 -5.91285
H 9.36921 1.22072 -5.56505



(4)
80
Properties=species:S:1:pos:R:3 method="wB97M-V/def2-TZVPD" homo_energy_ha="0.0982 / -0.1148" multiplicity=5 s_squared=6.020 lumo_energy_ev="3.9 / 2.8" total_charge=-2
Pd 0.14669 0.22747 1.09861
Cl 1.39633 -0.66826 -0.70177
C 0.47137 1.48775 5.04381
C 0.30140 1.29215 2.81417
N 0.93267 0.83287 3.91912
H -0.87259 3.18271 5.19493
N -0.36507 2.39362 3.23786
H 0.76334 1.25552 6.05258
C 1.87751 -0.29124 3.92748
C 2.50541 -0.33156 5.30159
C 1.16091 -1.60107 3.66963
H 1.77118 -0.57789 6.07499
H 3.27509 -1.10929 5.32319
H 2.99213 0.62277 5.52236
H 3.69610 -0.83984 2.95721
H 3.44500 0.91405 3.11912
H 0.72745 -1.66687 2.65656
C 2.94787 -0.03454 2.87982
H 0.35072 -1.72650 4.39443
H 1.87446 -2.43246 3.79229
H 2.56185 -0.00779 1.84518
C -0.35796 2.44259 4.62040
C -2.65879 2.79431 2.47874
H -3.07296 2.89692 3.48637
H -3.26943 3.41807 1.81473
C -1.22255 3.28028 2.44240
H -1.31090 4.14759 0.50650
C -1.16082 4.64588 3.09495
H -0.12763 4.99053 3.16966
H -2.75522 1.75203 2.15617
H -0.78334 2.44773 0.44207
H -1.61446 4.65907 4.08551
H -1.70526 5.37217 2.49159
C -0.70785 3.38162 1.02265
H 0.32441 3.74298 1.02063
C 0.78141 -1.95857 -6.24243
N 0.77436 -1.91189 -4.85394
H -0.04352 -0.57354 -7.67837
N -0.25770 -0.16084 -5.53919
H 1.22216 -2.72523 -6.84552
C 1.59923 -2.80410 -4.05083
C 1.99548 -3.98933 -4.91870
C 2.88781 -2.06877 -3.68823
H 2.62198 -3.65788 -5.76038
H 2.60047 -4.67714 -4.30841
H 1.11613 -4.53534 -5.28796
H 1.43635 -3.99760 -2.29842
H -0.12043 -3.72877 -3.13258
H 2.69565 -1.18839 -3.06411
C 0.82326 -3.25208 -2.82836
H 3.40869 -1.79198 -4.61719
H 3.53798 -2.75998 -3.13376
H 0.63941 -2.42182 -2.13103
C 0.14133 -0.86242 -6.66599
C 0.38729 2.17655 -5.42394
H 1.08055 2.07913 -6.27191
H -0.00860 3.20159 -5.44575
C -0.77236 1.19994 -5.61240
H -2.15858 2.44458 -4.57810
C -1.30026 1.41626 -7.02058
H -2.08571 0.69878 -7.28876
H 0.91937 2.01209 -4.48088
H -1.49125 1.13074 -3.55566
H -0.48430 1.36650 -7.75478
H -1.72516 2.42471 -7.09707
C -1.84674 1.38980 -4.55763
H -2.73227 0.78689 -4.80663
C 0.15912 -0.78881 -4.41312
Se -2.04278 -0.93681 1.50913
C -2.25853 -1.51074 3.28833
C -2.52458 -0.61243 4.32701
C -2.45975 -1.04729 5.64791
C -2.17058 -2.39736 5.92771
C -2.09611 -3.33281 4.87327
C -2.17594 -2.90005 3.55286
H -2.77944 0.42112 4.07067
H -2.65905 -0.33897 6.45372
H -2.05088 -2.72919 6.96259
H -1.98984 -4.39998 5.07574
H -2.13076 -3.58196 2.70819



(5)
88
Properties=species:S:1:pos:R:3 method="wB97M-V/def2-TZVPD" homo_energy_ha=-0.4216 multiplicity=1 e_above_lowest_kcal_mol=16.4 lumo_energy_ev=-3.7 total_charge=+1
C -0.56406 -0.97147 3.64654
C -0.47035 -1.41118 2.20017
O -0.92049 -0.47337 1.23424
C -0.08600 0.62839 1.04230
C 0.78785 0.46628 -0.24382
C 1.51512 -0.85917 -0.31160
C 2.73687 -0.85340 0.62021
N 3.38139 -2.17317 0.53194
C 4.84431 -2.10256 0.59966
C 5.43212 -3.43655 0.15676
C 2.85995 -3.07532 1.53989
C 1.97399 -4.17896 1.02856
O 3.10624 -2.93868 2.73866
C -0.14897 0.74272 -1.43915
C 0.01323 0.02488 -2.77492
C -0.98978 -1.12122 -2.96645
C -0.99170 -2.24658 -1.94875
C -2.29321 -3.04894 -2.07382
C -3.45238 -2.28160 -1.47611
O -4.57038 -2.38438 -2.33058
C -5.69476 -1.72252 -1.81920
N -0.52105 2.19810 -1.52376
O -1.97087 2.07510 -1.82871
C -2.50801 3.15648 -2.36578
N -3.23700 4.09340 -2.46400
P -0.07805 3.18205 -3.11884
O 0.33390 4.57827 -2.49972
Cl 1.71783 2.52450 -3.88299
C -0.38425 2.84230 -0.15916
P 1.26741 3.78294 0.27294
C 2.57003 3.30716 -0.94318
C 2.01123 3.08434 1.82990
C 3.53850 3.08496 1.87712
C -0.93693 1.91544 0.93919
I -1.05048 3.04497 2.81027
C -2.46836 1.59423 0.69354
C -3.40936 1.25779 1.82786
C -4.60019 2.18803 1.96410
N -3.30167 0.22219 2.54390
H -1.56263 -1.01275 4.04270
H -0.10603 -0.00023 3.79623
H 0.03875 -1.66808 4.22204
H 0.54206 -1.75711 2.02347
H -1.09986 -2.28286 2.07163
H 0.60564 0.65773 1.87904
H 1.58365 1.19773 -0.12438
H 0.91181 -1.70348 -0.01643
H 1.92374 -1.08373 -1.28675
H 2.44936 -0.61172 1.64153
H 3.45849 -0.14798 0.22716
H 5.21553 -1.34537 -0.07507
H 5.18444 -1.94200 1.62036
H 5.33915 -4.18863 0.93210
H 6.48311 -3.34163 -0.08610
H 4.91984 -3.80998 -0.72107
H 2.42047 -5.13752 1.24722
H 1.83842 -4.11032 -0.04044
H 1.01002 -4.09303 1.51529
H -1.04539 0.26213 -1.06572
H 1.02428 -0.28504 -2.99289
H -0.23606 0.65851 -3.62224
H -1.98214 -0.68370 -3.01907
H -0.79313 -1.54531 -3.94406
H -0.14760 -2.91875 -2.04123
H -0.99169 -1.85511 -0.93432
H -2.18820 -3.98634 -1.54752
H -2.50099 -3.21877 -3.12362
H -3.20412 -1.21930 -1.36874
H -3.72490 -2.65895 -0.49165
H -6.59324 -2.22698 -2.14461
H -5.70498 -1.70052 -0.73214
H -5.75771 -0.69283 -2.17310
H 1.06893 4.94589 -3.01315
H -1.09097 3.66577 -0.17177
H 2.49243 2.30206 -1.34460
H 3.55100 3.40520 -0.50138
H 2.57835 3.99035 -1.77305
H 1.63614 2.11505 2.13720
H 1.67824 3.77360 2.59132
H 3.93394 4.02299 1.50652
H 3.92970 2.31887 1.21666
H 3.88488 2.87530 2.87676
H -2.84946 2.50523 0.25021
H -2.59539 0.82373 -0.05720
H -5.38719 1.79909 1.32630
H -4.36431 3.17425 1.58424
H -4.92320 2.24541 2.99122
H -4.06132 0.19820 3.21803



(6)
80
Properties=species:S:1:pos:R:3 method="wB97M-V/def2-TZVPD" homo_energy_ha=-0.3836 multiplicity=1 lumo_energy_ev=-2.0 total_charge=+1
Pb 1.15002 1.51344 0.15854
N -1.25485 1.17482 -0.33944
C -2.06276 1.74112 -1.43021
C -2.52106 3.17787 -1.17480
C -1.59312 4.29120 -1.67592
C -0.56027 4.79283 -0.66725
N 0.67063 3.98683 -0.61628
H -1.25792 0.15989 -0.42362
H -1.71276 1.36869 0.55152
H -2.95623 1.12131 -1.56242
H -1.47670 1.68512 -2.34938
H -2.70453 3.31917 -0.10898
H -3.48210 3.29789 -1.67776
H -2.21528 5.15284 -1.92942
H -1.09365 3.98198 -2.59606
H -0.98952 4.78923 0.33700
H -0.30976 5.83147 -0.92637
H 1.31744 4.44966 0.01916
H 1.10201 3.99198 -1.53691
O 0.51115 0.58104 2.01576
C -0.23709 0.91783 3.13108
C -1.32507 -0.11594 3.34596
C -1.88674 -0.54217 4.50879
C -2.84437 -1.56393 4.31846
C -2.99241 -1.90433 3.01602
S -1.96113 -0.98493 1.98856
C 0.60955 0.89542 4.38196
C 0.46212 1.63230 5.51646
C 1.34181 1.23557 6.54825
C 2.13850 0.20362 6.17440
S 1.82929 -0.31048 4.55951
C -0.84302 2.30243 2.99871
C -0.18053 3.49167 2.93437
C -1.04168 4.60537 2.80099
C -2.34966 4.24732 2.76114
S -2.55178 2.54214 2.88023
H -1.62799 -0.14802 5.47536
H -3.38733 -2.02472 5.12300
H -3.64681 -2.63167 2.58048
H -0.24695 2.43442 5.60914
H 1.36556 1.69182 7.52239
H 2.88814 -0.30307 6.74710
H 0.88792 3.57569 3.01182
H -0.70516 5.62636 2.75367
H -3.21578 4.87191 2.67097
O 1.72006 -0.29838 -1.36907
As 1.36267 -1.77704 -2.00104
C -0.03954 -1.49037 -3.33034
C -0.93518 -2.45363 -3.76884
C -1.87877 -2.12411 -4.72957
C -1.91045 -0.85113 -5.27272
C -1.00667 0.10955 -4.84976
C -0.08185 -0.21103 -3.87224
C 2.91204 -2.43014 -2.98353
C 4.08396 -1.69374 -2.90077
C 5.21322 -2.10981 -3.58279
C 5.16850 -3.26689 -4.34272
C 3.99408 -3.99521 -4.43568
C 2.85788 -3.57971 -3.76308
C 0.81213 -3.01113 -0.60258
C 0.87371 -2.56118 0.70869
C 0.47386 -3.38781 1.74410
C -0.00342 -4.65877 1.46780
C -0.04521 -5.11411 0.15939
C 0.37453 -4.30074 -0.87802
H -0.90657 -3.45590 -3.36484
H -2.58691 -2.87030 -5.05541
H -2.64033 -0.60755 -6.02839
H -1.01912 1.10069 -5.28171
H 0.63261 0.52169 -3.50991
H 4.08838 -0.79218 -2.29703
H 6.12394 -1.53522 -3.52255
H 6.04723 -3.60144 -4.87028
H 3.96476 -4.88922 -5.03812
H 1.93686 -4.14355 -3.85264
H 1.22305 -1.55640 0.91986
H 0.53113 -3.03221 2.76164
H -0.33969 -5.30094 2.26731
H -0.40677 -6.10775 -0.05844
H 0.36577 -4.67730 -1.89270



(7)
71
Properties=species:S:1:pos:R:3 method="wB97M-V/def2-TZVPD" homo_energy_ha=-0.1105 multiplicity=1 e_above_lowest_kcal_mol=480.2 lumo_energy_ev=1.7 total_charge=-1
Ga 0.05286 0.04387 -0.08720
Cl 1.22923 -1.86201 -0.26592
C 2.30126 -2.15349 -1.72674
C 3.11330 -3.28676 -2.02279
C 3.85193 -3.28378 -3.20227
C 3.79629 -2.20359 -4.06909
C 3.00788 -1.09674 -3.79213
Cl 3.01964 0.19009 -4.95250
C 2.25229 -1.05695 -2.62143
S 1.21515 0.23085 -2.11043
H 3.16209 -4.12563 -1.35877
H 4.47622 -4.13442 -3.44554
H 4.38018 -2.22502 -4.98183
C 1.61302 -2.36280 3.94455
Si 1.41484 -1.05657 2.60243
C 1.14281 0.61784 3.43632
C 3.11440 -0.88510 1.78695
C -0.24939 -1.30494 1.55721
Si 0.07208 -3.28450 0.63922
C -1.02950 -3.49900 -0.88271
C -0.44821 -4.58766 1.90241
C 1.83475 -3.79595 0.03839
Si -1.83903 -1.09007 2.18979
C -3.32982 -1.85871 1.34299
C -1.95994 -1.55635 4.00593
C -2.08917 0.74804 1.86070
C -3.08696 1.58986 2.49259
C -3.20516 2.88303 2.12583
C -2.34156 3.44359 1.08196
C -1.40432 2.65364 0.46946
N -1.26432 1.12693 1.05440
H 2.40025 -2.03987 4.63872
H 1.92166 -3.31541 3.49460
H 0.68184 -2.50688 4.50399
H 1.97434 0.81722 4.13276
H 0.19913 0.64446 4.00336
H 1.12407 1.40104 2.67678
H 3.84633 -0.60673 2.56369
H 3.08087 -0.09555 1.03432
H 3.45925 -1.81757 1.31868
H -2.08788 -3.35943 -0.64168
H -0.90495 -4.51830 -1.27422
H -0.73773 -2.78422 -1.66129
H -1.48216 -4.40882 2.22799
H 0.20753 -4.56365 2.77901
H -0.38942 -5.58476 1.44270
H 2.21911 -3.01517 -0.74390
H 1.78312 -4.80952 -0.42472
H 2.51604 -3.85684 0.90309
H -3.30435 -2.95171 1.42496
H -3.36044 -1.55482 0.28865
H -4.24201 -1.49297 1.83529
H -1.83618 -2.64088 4.11360
H -2.95296 -1.27215 4.38630
H -1.20378 -1.04200 4.60679
H -3.72776 1.17181 3.26045
H -3.95010 3.51537 2.59759
H -2.46012 4.48130 0.79559
H -0.79984 3.08341 -0.32653
Br -3.85968 3.39335 -2.56830
C -2.10479 3.17842 -1.93006
C -1.17830 4.21676 -2.01548
C 0.14073 4.02622 -1.53893
C 0.48101 2.80072 -0.98475
N -0.41099 1.76463 -0.88464
C -1.69672 1.97835 -1.36023
H -1.45837 5.16745 -2.45256
H 0.87499 4.81625 -1.60725
H 1.47681 2.59452 -0.60668
H -2.35826 1.12561 -1.26370
O 1.36168 0.79847 0.73153